241
Properties=species:S:1:pos:R:3:forces:R:3 method="wB97M-V/def2-TZVPD" gap_ev=6.80 charge=-1 fmax_ha_per_bohr=0.0930 homo_energy_ev=-5.44
C -16.4433 -17.6041 -9.8580 0.58 0.26 -1.71
N -16.4863 -17.7481 -11.4005 -1.15 0.97 0.18
C -15.9576 -19.1002 -11.7140 0.11 0.41 1.15
C -17.9398 -17.7155 -11.8086 1.16 -0.90 0.03
C -15.7982 -16.5798 -12.0880 0.34 -0.82 -0.90
C -16.1705 -15.2508 -11.4461 1.44 0.86 -1.42
O -15.3341 -14.9810 -10.3292 -1.64 -0.20 0.90
H -15.3539 -17.5905 -9.6770 -0.76 0.14 0.61
H -16.9281 -18.5045 -9.5295 -0.02 -0.43 0.64
H -16.9924 -16.6928 -9.5873 0.33 -0.32 0.05
H -15.0548 -19.2287 -11.1348 0.45 -0.02 -0.06
H -15.7637 -19.2085 -12.7550 -0.09 -0.10 -0.84
H -16.6615 -19.8000 -11.2624 -0.03 -0.22 -0.32
H -18.4433 -18.3627 -11.1259 -0.56 -0.77 0.07
H -18.0526 -17.9534 -12.8553 0.12 -0.59 -0.21
H -18.3355 -16.7637 -11.6988 -0.58 1.92 0.51
H -16.1004 -16.6535 -13.2017 0.53 0.23 1.75
H -14.6866 -16.7172 -11.9863 -1.05 0.02 -0.15
H -17.2291 -15.0991 -11.2781 -0.05 -0.32 0.44
H -15.9146 -14.4618 -12.1657 -0.11 -0.26 -0.33
H -16.0156 -14.8090 -9.6260 0.85 0.16 -0.41
C -21.0171 -24.3027 -12.9132 0.63 -1.38 -2.19
N -19.8844 -24.3323 -11.9839 0.60 -0.77 0.45
C -20.3573 -24.1125 -10.5599 3.51 -1.39 0.59
C -19.2561 -25.6945 -12.1168 -0.28 -0.13 0.26
C -18.8400 -23.3111 -12.3807 -0.67 1.39 -0.05
C -19.3425 -21.8210 -12.2817 -0.82 -1.69 -1.11
O -19.4912 -21.2707 -11.0532 0.12 -0.03 2.24
H -21.4780 -25.3007 -12.9927 0.21 0.29 0.35
H -20.6226 -23.9940 -13.9117 -0.53 -0.04 0.73
H -21.7692 -23.6999 -12.5364 -1.35 1.50 0.50
H -20.5002 -23.0983 -10.4575 -0.82 2.09 0.12
H -19.3694 -24.2775 -10.0154 -1.42 -0.05 -0.03
H -21.1647 -24.7271 -10.1721 -0.03 -0.45 -0.88
H -19.8818 -26.3973 -11.5739 -0.31 -0.06 -0.09
H -18.2328 -25.7761 -11.7273 -0.29 0.56 -0.14
H -19.3200 -25.8917 -13.1758 0.40 -0.43 -0.23
H -18.4982 -23.5013 -13.4247 -0.48 -0.13 0.74
H -17.9984 -23.3873 -11.7232 0.51 -0.43 0.53
H -20.3227 -21.7961 -12.7998 0.58 0.40 0.00
H -18.6068 -21.2060 -12.7261 0.85 0.34 -1.77
H -18.6039 -21.2432 -10.5818 -0.60 0.35 0.36
C -13.4042 -18.4920 -3.4151 -0.13 0.86 -1.13
C -14.4050 -17.4748 -3.9998 0.11 -0.15 -0.30
C -13.7998 -16.1396 -4.5304 0.07 -1.68 0.89
N -14.8177 -15.1038 -4.6741 -0.93 1.91 1.35
C -15.2491 -14.6800 -3.2934 -0.47 0.06 -0.78
C -16.0426 -15.5577 -5.4078 0.46 -0.35 -0.96
C -16.7750 -14.2689 -5.7789 -0.65 -0.70 0.00
C -15.6963 -13.2127 -5.9364 1.09 0.81 -0.87
C -14.3712 -13.9378 -5.5181 -2.25 -0.77 -0.80
H -13.8940 -19.4470 -3.4185 -0.34 -0.49 0.63
H -12.9817 -18.2203 -2.4496 -0.14 -0.06 0.02
H -12.6132 -18.6490 -4.1465 0.45 0.24 0.15
H -15.2858 -17.3668 -3.3942 -0.10 0.59 1.00
H -14.9221 -17.9355 -4.8298 0.25 -0.30 -0.52
H -13.4747 -16.3336 -5.5433 0.74 0.02 -0.16
H -12.9840 -15.8141 -3.8434 -0.51 0.10 -0.78
H -15.9808 -13.8773 -3.2929 0.20 0.17 -0.40
H -14.3643 -14.4161 -2.7830 0.88 0.46 0.78
H -15.7436 -15.5127 -2.8480 -0.26 -0.58 0.37
H -16.5577 -16.2451 -4.7389 -0.52 -0.17 -0.20
H -15.6236 -16.0522 -6.3095 -0.46 0.01 0.32
H -17.5297 -14.0778 -5.0074 0.29 0.31 -0.09
H -17.3288 -14.3711 -6.7085 -0.08 -0.25 -0.05
H -15.9072 -12.3113 -5.3622 0.16 -0.11 0.28
H -15.5719 -12.8243 -7.0033 -0.25 -0.76 1.29
H -13.6503 -13.3129 -5.0687 1.00 0.36 0.56
H -14.0598 -14.5007 -6.3847 0.88 0.52 -0.50
C -24.0065 -13.8821 -10.7365 1.10 -0.81 -0.73
C -24.2415 -14.8818 -9.5991 -0.07 -0.32 -0.53
C -24.0694 -14.0686 -8.3336 -0.29 -0.47 0.14
N -24.3336 -14.8141 -7.0591 0.57 -0.68 0.54
C -23.1868 -15.8009 -6.8270 -1.26 0.53 -1.59
C -25.6633 -15.4958 -6.9907 -0.42 -0.14 -2.13
C -26.6303 -14.3959 -6.4864 -0.65 -1.12 -0.91
C -25.8096 -13.4276 -5.6909 0.01 -0.06 1.07
C -24.3836 -13.9410 -5.8419 -0.41 -0.02 0.30
H -22.9443 -13.6759 -10.9399 -0.13 -0.19 0.39
H -24.4520 -12.9360 -10.5676 -0.62 1.01 0.50
H -24.3950 -14.1934 -11.6925 -0.27 -0.52 -0.28
H -23.5572 -15.7348 -9.6296 0.02 0.24 -0.21
H -25.2520 -15.3352 -9.6977 0.54 0.49 0.17
H -24.8251 -13.2979 -8.4501 0.19 0.57 0.63
H -23.0247 -13.6906 -8.2708 -0.82 0.12 0.01
H -23.2853 -16.5595 -7.6141 0.02 -0.02 0.33
H -23.3700 -16.1961 -5.8325 0.61 -0.11 0.23
H -22.3114 -15.1917 -7.0635 0.34 -0.42 0.78
H -25.5841 -16.2365 -6.2231 0.21 -0.46 0.55
H -25.8177 -16.0360 -7.9982 -0.27 0.99 1.82
H -27.3521 -14.8783 -5.8609 -0.48 -0.39 0.38
H -27.2167 -13.9007 -7.2526 0.16 0.02 -0.47
H -26.0734 -13.4736 -4.6243 0.14 -0.14 -0.27
H -26.0243 -12.4016 -5.9820 0.51 0.13 -0.32
H -24.1333 -14.6242 -4.9850 -0.29 0.82 -0.49
H -23.7559 -13.1251 -6.0371 1.51 0.98 0.12
C -29.0761 -21.7584 -7.5830 -1.49 -0.87 -0.15
C -27.8688 -22.6651 -7.3638 1.47 1.01 1.29
C -26.8950 -21.8122 -6.4310 -0.95 -2.80 0.11
N -25.6052 -22.5893 -6.0555 -0.18 1.36 0.57
C -24.6854 -21.7048 -5.1891 0.13 -0.71 -2.07
C -24.8482 -22.9336 -7.2880 0.23 0.15 -1.31
C -24.2710 -24.2986 -7.0024 0.21 0.18 -0.65
C -25.3304 -24.9777 -6.1386 1.24 -0.67 -1.24
C -25.8315 -23.8870 -5.2978 -2.45 0.54 0.17
H -29.9930 -22.4087 -7.5971 0.65 0.74 -0.29
H -29.0362 -21.1614 -8.5149 0.13 -0.41 0.55
H -29.2357 -21.0758 -6.7440 0.12 0.03 -0.08
H -27.3606 -22.8444 -8.3118 -0.30 -0.38 0.12
H -28.0799 -23.6056 -6.7987 -0.15 0.60 -0.84
H -27.4889 -21.7110 -5.5075 0.68 0.53 -0.17
H -26.6747 -20.9042 -6.9565 0.59 0.57 0.15
H -23.7575 -22.2546 -5.0227 0.01 -0.02 0.06
H -25.1861 -21.4841 -4.2860 -0.52 0.55 0.86
H -24.4467 -20.8691 -5.8487 -0.25 0.35 0.58
H -24.0559 -22.1869 -7.4411 -0.61 -0.28 0.12
H -25.5122 -22.9135 -8.1863 0.59 0.00 0.93
H -23.3350 -24.1143 -6.4976 0.39 -0.37 0.52
H -24.0540 -24.8225 -7.9321 -0.01 -0.13 0.04
H -24.8871 -25.8410 -5.6336 -0.42 0.23 0.24
H -26.1332 -25.2760 -6.7754 -0.49 -0.71 -0.63
H -25.3349 -23.8958 -4.3778 0.82 0.65 1.32
H -26.9197 -23.9777 -5.0851 0.68 0.14 -0.10
C -22.6944 -21.9795 -9.4395 0.72 -0.73 -0.06
C -21.6243 -21.6503 -8.4019 0.33 1.70 0.41
C -21.3665 -20.1028 -8.4490 -1.73 0.65 0.98
N -20.8152 -19.3896 -7.1532 -1.14 0.11 -1.63
C -21.8269 -19.2943 -6.0527 -0.05 -0.64 -0.51
C -20.2953 -17.9872 -7.5254 -1.63 0.01 -1.29
C -19.2014 -17.7276 -6.5739 0.21 -0.83 1.77
C -18.6136 -19.1129 -6.1113 -1.37 1.15 -0.84
C -19.6114 -20.1048 -6.7054 1.37 -0.30 -0.83
H -23.6305 -21.4589 -9.2174 0.15 -0.56 -0.20
H -22.7337 -23.0917 -9.5372 -0.66 0.78 0.19
H -22.3691 -21.6377 -10.4182 0.08 0.23 -0.24
H -20.6659 -22.0946 -8.6727 -0.10 -0.35 0.30
H -21.9039 -21.9457 -7.3840 0.13 -0.19 -0.09
H -22.3550 -19.5554 -8.6887 1.75 -0.63 0.17
H -20.5687 -19.9243 -9.1500 -0.07 0.26 -0.57
H -21.3498 -18.6713 -5.3130 -0.42 0.33 0.55
H -22.0053 -20.3025 -5.6593 0.28 0.06 0.05
H -22.7806 -18.9190 -6.4436 0.44 0.39 0.08
H -21.0858 -17.1903 -7.5119 0.39 -1.15 0.15
H -19.9786 -18.0347 -8.5894 0.05 -0.15 0.72
H -19.5146 -17.1727 -5.6730 0.12 -0.11 -0.48
H -18.4625 -17.2002 -7.0700 1.52 1.46 -0.81
H -18.7387 -19.0442 -5.0449 0.71 -0.55 0.58
H -17.5946 -19.2686 -6.4782 -0.36 0.00 0.31
H -19.8905 -20.8325 -6.0084 -0.69 -1.18 1.07
H -19.2398 -20.6435 -7.5876 0.29 0.38 0.19
C -21.1766 -22.7155 -3.9528 -0.55 -0.15 2.58
O -19.7460 -22.9206 -3.6811 0.06 0.36 -0.16
O -21.6082 -22.4808 -5.1187 0.09 0.64 -2.74
C -21.8649 -24.0488 -3.4279 0.96 1.67 1.19
F -21.2156 -25.1463 -3.8986 -1.37 0.22 0.30
F -21.8760 -24.0933 -2.0612 0.30 -0.62 -0.47
F -23.1982 -24.0281 -3.7358 0.55 -1.01 -0.41
C -18.9076 -23.3777 -4.7475 -0.93 0.61 0.86
C -17.4483 -23.1542 -4.2749 -0.84 -1.41 0.95
H -17.1552 -23.5738 -3.2606 -1.03 -0.02 -1.07
H -16.8035 -23.6648 -4.9728 0.60 0.42 -0.46
H -17.2902 -22.1108 -4.1076 0.37 0.85 -0.59
H -19.1959 -22.7912 -5.6492 0.68 -0.29 0.29
H -19.2040 -24.4073 -4.9646 0.63 -0.22 -0.07
H -21.4418 -21.8815 -3.1883 0.38 -1.07 -0.38
C -24.2037 -16.7525 -3.1160 0.80 1.63 0.48
O -22.7764 -16.9110 -3.4109 0.63 -0.21 -0.16
O -24.8391 -16.0089 -4.0044 0.20 0.08 0.47
C -24.8084 -18.1568 -3.1341 -0.72 3.52 0.07
F -24.9314 -18.5008 -4.3832 -0.54 -1.44 -2.19
F -24.2021 -19.1058 -2.5164 1.00 -1.90 1.59
F -26.0630 -17.9910 -2.6155 -0.13 -0.88 0.17
C -21.9052 -15.8617 -2.9358 -0.97 -0.22 -1.10
C -21.3125 -14.9309 -4.0370 -0.14 -1.67 1.90
H -20.7590 -15.6640 -4.6118 0.53 0.46 -0.61
H -22.0918 -14.4661 -4.6203 0.14 0.46 0.00
H -20.6465 -14.2791 -3.4292 -0.29 0.00 -1.02
H -21.0811 -16.3128 -2.4114 0.33 -0.29 0.18
H -22.5005 -15.3003 -2.2617 -0.45 0.86 0.95
H -24.2226 -16.3489 -2.0355 -0.17 -0.53 -0.84
C -23.1713 -27.2144 -10.9379 1.84 0.92 -1.14
O -22.1028 -28.0819 -10.3436 -0.65 0.11 0.16
O -22.6251 -26.0972 -11.4071 -0.51 -0.59 0.65
C -23.7112 -28.0700 -12.1142 -0.25 2.33 -0.39
F -24.5099 -29.0403 -11.7049 0.21 -1.79 0.22
F -24.5511 -27.3387 -12.9264 0.54 0.07 0.16
F -22.7003 -28.4674 -12.9167 -0.66 -0.68 0.32
C -22.4432 -28.6109 -9.0773 -0.38 1.12 0.11
C -21.2535 -29.3274 -8.5323 0.87 -2.03 -1.77
H -20.3072 -28.8359 -8.6679 0.21 0.97 -0.13
H -21.2562 -29.6234 -7.4980 -0.57 -0.32 0.37
H -21.1187 -30.2170 -9.2362 -0.14 0.60 1.26
H -23.2894 -29.2975 -9.2015 -0.04 -0.01 0.35
H -22.7436 -27.7784 -8.4009 -0.04 -0.34 -0.22
H -23.9694 -27.0952 -10.1824 -0.08 -0.14 0.06
C -16.6840 -21.1115 -8.5595 0.29 0.06 1.26
O -15.7275 -20.1294 -8.1203 0.85 0.62 2.24
O -17.4883 -20.6141 -9.4450 -1.06 0.36 -0.80
C -15.7529 -22.1439 -9.1764 -2.05 -1.41 0.26
F -14.8805 -22.6063 -8.2773 0.77 -0.37 -0.88
F -16.5689 -23.2548 -9.4839 1.24 0.79 -0.55
F -15.1318 -21.7041 -10.3020 -0.25 -0.87 0.95
C -15.1730 -20.3528 -6.7518 1.17 0.82 -1.93
C -13.8833 -19.4745 -6.6668 0.80 -2.08 0.56
H -13.2559 -19.8371 -5.7915 -0.93 0.56 -0.76
H -13.2123 -19.6972 -7.5203 -0.62 0.31 0.13
H -14.0471 -18.4101 -6.5576 -0.17 0.08 -0.23
H -14.9152 -21.4127 -6.6143 -0.12 0.59 0.06
H -15.8775 -20.0546 -5.9992 -0.53 0.12 0.34
H -17.1687 -21.5342 -7.5806 0.60 0.09 -1.35
C -17.9441 -17.6075 -2.3290 -1.56 1.83 -0.55
O -19.3727 -18.0225 -2.5316 0.81 0.67 1.00
O -17.5990 -16.8878 -3.3510 0.96 -0.08 -0.90
C -17.7670 -16.6821 -1.0712 0.27 -0.92 0.17
F -18.4335 -15.5328 -1.0470 -0.31 -0.09 -0.22
F -18.0863 -17.3754 0.0448 0.26 0.39 0.43
F -16.4272 -16.3029 -0.9427 -0.78 -0.58 0.08
C -19.8253 -19.0528 -1.6794 0.19 -1.58 -0.14
C -20.8940 -18.6905 -0.6121 0.48 0.20 1.31
H -21.8042 -18.2869 -1.0788 0.23 -0.36 0.01
H -21.1367 -19.5946 0.0248 0.09 0.70 -1.05
H -20.5886 -17.9371 0.1751 0.10 -0.57 -1.10
H -18.8841 -19.5521 -1.2528 -1.50 0.39 -0.12
H -20.3111 -19.8070 -2.3711 0.48 0.52 0.81
H -17.4177 -18.5335 -2.0961 0.46 -0.56 0.08
C -25.3234 -18.8646 -11.2531 3.94 1.10 2.48
F -26.4287 -19.2357 -11.7458 -1.81 -0.60 -1.40
F -24.2757 -19.7108 -11.6627 -1.67 1.14 0.09
F -24.9808 -17.5802 -11.6610 -0.71 -1.62 -0.16
S -25.2644 -18.8306 -9.3350 -0.49 1.13 -1.23
O -25.2719 -20.2271 -8.9651 -0.28 -0.28 0.33
O -24.0113 -18.1286 -9.1953 0.79 -0.19 0.56
O -26.3976 -18.0376 -8.8865 0.00 -0.66 -0.42
C -19.2933 -12.9548 -10.9973 1.15 -0.21 1.47
F -19.8006 -13.6542 -11.9791 -0.39 -0.35 -1.25
F -18.0869 -12.5004 -11.3407 1.17 -0.61 -0.41
F -19.9654 -11.8560 -10.8135 -1.78 0.92 0.39
S -19.2575 -14.0655 -9.4616 1.88 1.65 2.18
O -20.0776 -15.1517 -9.8622 -0.69 -1.54 -0.59
O -17.8133 -14.4000 -9.2433 -1.51 0.21 -0.52
O -19.7774 -13.2482 -8.3744 0.20 -0.27 -0.88